Record 1
The following is a DFT calculation (wB97M-V/def2-TZVPD) of a 2-piece molecular cluster, C32H56Br4F3N2O6S overall.

Summary:
2S+1 = 1
charge = +1
HOMO level = -9.19 eV
lowest unoccupied orbital energy = -2.362 eV
Kohn-Sham gap = 6.83 eV
E = -348491.35699 eV

Geometry (Å):
C 6.67 -0.66 4.16
C 7.56 -1.53 3.04
C 7.18 -1.02 1.52
C 5.80 -1.74 0.92
C 6.11 -3.34 0.70
C 4.95 -4.17 -0.10
C 3.40 -3.78 0.32
C 2.86 -4.55 1.68
C 2.00 -3.60 2.70
C 0.55 -3.08 2.05
C 0.01 -1.78 2.77
C -0.06 -0.26 2.07
C -0.10 0.59 3.45
Br -1.69 1.84 3.77
C 1.25 1.29 4.03
C 1.58 2.82 3.56
Br 2.90 0.09 4.11
C 1.27 -0.36 1.09
S 2.22 1.17 0.56
N 0.78 -0.87 -0.29
C -0.74 -0.96 -0.49
N -1.49 -2.22 -0.13
C -1.36 -0.71 -1.97
C -0.70 0.43 -2.91
C -1.43 -2.08 -2.93
C -2.99 -2.64 -3.11
C -1.15 -0.01 0.83
C -1.79 1.39 0.42
C -0.94 2.77 0.58
C -0.52 3.57 -0.77
F 0.57 2.97 -1.58
Br -2.13 4.15 -1.89
C 0.12 5.04 -0.26
F 0.36 5.09 1.20
F 1.46 5.23 -0.92
Br -1.01 6.58 -0.96
H 7.42 0.05 4.72
H 6.17 -1.44 4.89
H 5.84 -0.06 3.58
H 8.69 -1.36 3.31
H 7.31 -2.65 3.25
H 8.10 -1.17 0.82
H 6.99 0.15 1.60
H 5.56 -1.21 -0.10
H 4.92 -1.56 1.70
H 6.42 -3.90 1.71
H 7.09 -3.39 0.02
H 5.08 -4.00 -1.27
H 5.09 -5.31 0.14
H 3.21 -2.61 0.36
H 2.72 -4.17 -0.58
H 3.84 -4.90 2.27
H 2.22 -5.49 1.37
H 1.73 -4.23 3.66
H 2.61 -2.66 3.09
H -0.19 -3.99 2.30
H 0.73 -3.14 0.91
H -1.11 -1.97 3.16
H 0.67 -1.78 3.76
H -0.44 -0.13 4.36
H 1.03 1.42 5.20
H 2.48 2.93 2.79
H 0.67 3.46 3.19
H 1.98 3.42 4.52
H 2.20 -1.00 1.47
H 3.52 1.15 1.12
H 1.18 -0.16 -0.96
H 1.27 -1.75 -0.66
H -1.01 -3.09 -0.39
H -2.50 -2.18 -0.37
H -2.51 -0.41 -1.81
H -1.00 0.31 -4.06
H 0.46 0.52 -2.89
H -1.22 1.46 -2.60
H -0.70 -2.93 -2.54
H -1.07 -1.86 -4.04
H -3.09 -3.79 -2.90
H -3.76 -2.09 -2.41
H -3.38 -2.47 -4.22
H -2.09 -0.60 1.29
H -2.24 1.47 -0.67
H -2.77 1.51 1.09
H -0.09 2.58 1.36
H -1.67 3.54 1.15
C -4.60 2.06 -5.26
C -5.22 0.96 -4.45
O -4.36 0.86 -3.33
C -3.74 2.07 -3.20
O -3.06 2.40 -2.24
O -3.97 2.87 -4.28
H -5.35 2.63 -5.82
H -3.84 1.69 -5.95
H -6.23 1.21 -4.10
H -5.25 0.01 -4.99
C -8.59 4.24 -1.80
C -7.27 3.78 -2.34
O -7.63 2.75 -3.24
C -8.92 2.99 -3.63
O -9.49 2.40 -4.53
O -9.48 3.97 -2.87
H -8.59 5.30 -1.55
H -8.91 3.66 -0.93
H -6.75 4.57 -2.88
H -6.62 3.39 -1.55

=====

Record 2
The following is a DFT calculation (wB97M-V/def2-TZVPD) of a 9-piece molecular cluster, C32H56N2O21 overall.

Summary:
2S+1 = 1
HOMO level = -9.42 eV
lowest unoccupied orbital energy = 0.325 eV
Kohn-Sham gap = 9.74 eV
E = -80060.60747 eV
relative energy (zero: lowest compared OMol25 entry of this formula, charge and spin) = 327.4 kJ/mol

Geometry (Å):
C 3.22 1.91 -2.84
C 3.10 1.81 -1.32
C 1.73 2.38 -0.88
O 1.48 1.42 0.21
C 2.13 0.33 0.15
O 1.87 -0.72 0.67
O 3.17 0.49 -0.77
H 3.28 2.94 -3.12
H 2.54 1.37 -3.46
H 4.17 1.52 -3.05
H 3.89 2.36 -0.78
H 0.99 2.20 -1.63
H 1.89 3.38 -0.52
C 1.90 2.29 5.95
C 1.44 0.87 5.62
C 0.58 0.20 6.75
O -0.69 0.28 6.33
C -0.79 0.68 5.11
O -1.77 0.88 4.45
O 0.40 0.97 4.67
H 2.10 2.87 5.09
H 2.64 2.40 6.71
H 1.13 2.93 6.28
H 2.31 0.12 5.44
H 0.91 0.71 7.69
H 0.78 -0.83 6.90
C -3.69 -1.03 -5.40
C -2.73 -0.20 -6.23
C -2.20 1.11 -5.57
O -0.80 1.01 -5.85
C -0.53 -0.22 -6.27
O 0.65 -0.55 -6.39
O -1.57 -0.92 -6.48
H -4.59 -0.55 -5.14
H -3.19 -1.60 -4.59
H -4.08 -1.73 -6.11
H -3.16 0.03 -7.18
H -2.31 1.01 -4.50
H -2.64 2.00 -5.94
C 0.88 -2.53 3.71
O 2.02 -3.33 3.91
C 2.04 -4.74 3.53
O 0.97 -5.40 2.82
O 3.02 -5.36 4.13
C 3.12 -6.77 3.99
H 0.97 -1.50 4.17
H -0.05 -2.97 4.09
H 0.78 -2.46 2.69
H 3.93 -7.19 4.55
H 3.28 -6.98 2.99
H 2.29 -7.41 4.22
C -2.33 -4.72 -3.15
O -1.15 -4.10 -3.77
C -0.53 -3.26 -3.01
O -0.60 -3.33 -1.63
O -0.01 -2.29 -3.58
C 0.77 -1.44 -2.73
H -3.23 -4.10 -3.06
H -1.95 -5.04 -2.15
H -2.58 -5.59 -3.69
H 1.70 -1.99 -2.59
H 0.30 -1.24 -1.75
H 1.00 -0.50 -3.27
C 0.54 3.76 2.55
O 0.33 4.33 1.31
C 1.21 5.32 0.89
O 2.37 5.61 1.64
O 0.79 5.97 -0.17
C 1.72 6.97 -0.58
H 0.70 4.47 3.37
H 1.41 3.09 2.54
H -0.27 3.19 2.87
H 2.80 6.54 -0.83
H 1.89 7.75 0.10
H 1.36 7.27 -1.52
C -1.10 4.20 -3.48
O -0.39 5.30 -3.95
C 0.82 5.36 -3.55
O 1.46 4.48 -2.69
O 1.43 6.41 -4.10
C 2.77 6.62 -3.97
H -1.34 4.14 -2.40
H -0.66 3.24 -3.87
H -2.08 4.22 -3.89
H 3.17 6.19 -4.88
H 3.30 5.98 -3.29
H 2.95 7.72 -4.22
C -2.42 -4.93 1.52
C -2.23 -5.45 2.98
C -3.38 -6.38 3.41
C -3.65 -7.64 2.78
N -3.89 -8.64 2.36
H -1.59 -4.29 1.32
H -3.21 -4.11 1.54
H -2.65 -5.68 0.72
H -2.09 -4.59 3.69
H -1.30 -6.03 3.04
H -4.38 -5.89 3.38
H -3.19 -6.70 4.44
C -1.27 -0.81 1.69
C -1.65 0.60 1.24
C -1.50 0.95 -0.33
C -2.45 0.34 -1.28
N -3.23 -0.07 -2.07
H -2.14 -1.39 1.84
H -0.65 -0.63 2.59
H -0.64 -1.23 0.86
H -1.19 1.38 1.89
H -2.67 0.73 1.39
H -0.57 0.47 -0.71
H -1.45 2.00 -0.60

=====

Record 3
The following is a DFT calculation (wB97M-V/def2-TZVPD) of C32H57AsIrN11O2PS2 as an isolated structure.

Summary:
2S+1 = 1
charge = +1
HOMO level = -9.50 eV
lowest unoccupied orbital energy = -2.514 eV
Kohn-Sham gap = 6.98 eV
E = -149227.50333 eV
relative energy (zero: lowest compared OMol25 entry of this formula, charge and spin) = 0.0 kJ/mol

Geometry (Å):
Ir 1.36 -0.60 0.81
C 3.50 3.13 0.28
C 2.66 1.97 0.69
N 2.64 0.85 0.05
O 3.44 0.76 -1.07
C 1.80 2.01 1.86
C 1.61 3.22 2.71
N 1.15 0.90 2.09
O 0.31 0.82 3.07
H 4.37 2.79 -0.26
H 3.80 3.71 1.15
H 2.92 3.78 -0.39
H 3.75 -0.16 -1.02
H 2.34 3.26 3.52
H 0.61 3.20 3.15
H 1.72 4.13 2.11
C 6.46 -3.38 -0.65
C 6.50 -2.15 0.26
C 5.26 -2.05 1.09
N 4.22 -1.38 0.74
N 3.17 -1.49 1.63
C 3.45 -2.28 2.64
N 2.58 -2.55 3.64
S 5.05 -2.92 2.58
H 7.35 -3.42 -1.27
H 5.59 -3.33 -1.31
H 6.40 -4.31 -0.08
H 6.59 -1.24 -0.32
H 7.37 -2.20 0.92
H 1.60 -2.50 3.35
H 2.81 -3.30 4.26
N 3.64 -6.44 -0.91
C 2.96 -5.55 -1.16
C 2.11 -4.41 -1.41
C 1.23 -4.36 -2.49
C 0.48 -3.21 -2.64
C 0.61 -2.18 -1.73
N 1.46 -2.23 -0.69
C 2.19 -3.34 -0.54
H 1.16 -5.19 -3.18
H -0.22 -3.11 -3.46
H 0.05 -1.25 -1.79
H 2.86 -3.39 0.30
N -0.09 0.26 -0.26
P -1.37 0.79 -0.85
N -1.06 1.53 -2.33
C 0.31 1.76 -2.78
C 0.42 3.08 -3.53
C -0.49 3.06 -4.77
C -1.89 2.51 -4.43
C -2.09 2.39 -2.92
N -2.23 1.86 0.12
C -1.49 2.75 1.00
C -1.83 4.21 0.75
C -3.34 4.44 0.89
C -4.09 3.48 -0.03
C -3.67 2.04 0.21
N -2.62 -0.26 -1.28
C -2.71 -0.85 -2.62
C -3.92 -1.76 -2.70
C -3.77 -2.97 -1.76
C -2.93 -2.58 -0.53
C -3.12 -1.11 -0.20
H 0.63 0.95 -3.46
H 0.98 1.74 -1.93
H 1.45 3.25 -3.82
H 0.14 3.89 -2.86
H -0.02 2.43 -5.53
H -0.55 4.06 -5.20
H -2.03 1.53 -4.89
H -2.67 3.16 -4.83
H -3.07 1.96 -2.70
H -2.09 3.39 -2.47
H -0.43 2.56 0.86
H -1.73 2.50 2.05
H -1.51 4.48 -0.26
H -1.28 4.85 1.45
H -3.60 5.47 0.67
H -3.63 4.25 1.92
H -3.89 3.75 -1.08
H -5.17 3.57 0.12
H -4.16 1.38 -0.51
H -4.00 1.74 1.21
H -1.81 -1.44 -2.87
H -2.78 -0.06 -3.36
H -4.07 -2.09 -3.73
H -4.81 -1.18 -2.43
H -3.29 -3.79 -2.29
H -4.75 -3.32 -1.45
H -1.86 -2.76 -0.72
H -3.20 -3.20 0.32
H -2.56 -0.85 0.70
H -4.18 -0.91 0.00
C 0.11 -1.00 5.26
As -0.96 -1.14 3.66
C -2.13 -2.61 4.17
C -2.23 0.29 3.56
S -0.12 -2.07 1.89
H -0.57 -0.81 6.08
H 0.83 -0.20 5.16
H 0.60 -1.96 5.43
H -2.63 -2.37 5.10
H -1.55 -3.53 4.29
H -2.87 -2.77 3.39
H -2.77 0.30 4.51
H -2.93 0.06 2.76
H -1.73 1.23 3.37

=====

Record 4
The following is a DFT calculation (wB97M-V/def2-TZVPD) of a 8-piece molecular cluster, C32H57N7O2S overall.

Summary:
2S+1 = 1
HOMO level = -9.95 eV
lowest unoccupied orbital energy = -0.018 eV
Kohn-Sham gap = 9.94 eV
E = -59467.19748 eV

Geometry (Å):
O 12.69 -25.32 -14.08
S 11.32 -24.97 -14.33
O 10.70 -25.14 -15.64
C 10.18 -25.74 -13.15
C 9.69 -24.57 -12.30
C 9.70 -23.27 -13.11
C 11.06 -23.26 -13.75
H 10.59 -26.59 -12.62
H 9.39 -26.16 -13.78
H 8.70 -24.75 -11.88
H 10.30 -24.41 -11.40
H 9.52 -22.42 -12.45
H 8.88 -23.31 -13.83
H 11.86 -23.13 -13.02
H 11.31 -22.61 -14.59
C 8.18 -14.29 -11.49
C 6.84 -14.88 -11.86
C 6.74 -16.40 -11.62
C 7.04 -16.81 -10.28
N 7.30 -17.13 -9.20
H 9.01 -14.99 -11.62
H 8.26 -14.09 -10.41
H 8.37 -13.37 -12.04
H 6.68 -14.70 -12.93
H 6.01 -14.40 -11.34
H 7.46 -16.83 -12.32
H 5.73 -16.74 -11.87
C 0.95 -23.04 -14.46
C 0.86 -21.75 -13.68
C 1.12 -20.51 -14.58
C 0.40 -19.31 -14.10
N -0.11 -18.37 -13.70
H 0.81 -23.93 -13.87
H 1.92 -23.12 -14.95
H 0.18 -23.01 -15.24
H 1.53 -21.70 -12.82
H -0.15 -21.62 -13.29
H 0.85 -20.73 -15.61
H 2.18 -20.25 -14.62
C 3.60 -13.83 -14.79
C 2.42 -14.78 -15.03
C 2.06 -15.63 -13.82
C 3.06 -16.71 -13.66
N 3.82 -17.57 -13.58
H 3.31 -13.14 -14.00
H 3.97 -13.33 -15.68
H 4.48 -14.36 -14.40
H 2.68 -15.41 -15.89
H 1.56 -14.22 -15.38
H 1.15 -16.18 -14.07
H 2.03 -15.04 -12.90
C 5.33 -21.55 -21.61
C 4.42 -20.53 -20.95
C 4.19 -20.79 -19.46
C 4.13 -22.18 -19.02
N 4.07 -23.28 -18.69
H 5.63 -21.24 -22.61
H 4.80 -22.49 -21.81
H 6.19 -21.83 -21.00
H 3.46 -20.38 -21.45
H 4.82 -19.53 -21.17
H 3.25 -20.32 -19.16
H 4.98 -20.30 -18.89
C 11.52 -19.06 -15.71
C 12.92 -18.60 -15.35
C 14.00 -19.69 -15.24
C 13.93 -20.53 -14.04
N 13.88 -21.19 -13.10
H 10.99 -18.29 -16.26
H 10.99 -19.44 -14.84
H 11.57 -19.96 -16.34
H 12.89 -18.13 -14.37
H 13.27 -17.85 -16.06
H 14.99 -19.23 -15.25
H 13.88 -20.35 -16.10
C 5.38 -19.69 -15.68
C 6.30 -18.45 -15.64
C 7.55 -18.58 -14.75
C 8.16 -19.88 -15.04
N 8.58 -20.91 -15.32
H 5.86 -20.55 -16.15
H 4.45 -19.44 -16.18
H 5.15 -20.00 -14.65
H 5.77 -17.55 -15.34
H 6.62 -18.26 -16.67
H 7.21 -18.54 -13.72
H 8.24 -17.76 -14.93
C 7.97 -22.39 -18.46
C 7.87 -23.86 -18.82
C 8.82 -24.76 -18.01
C 8.74 -26.15 -18.45
N 8.65 -27.24 -18.81
H 7.61 -22.12 -17.47
H 7.41 -21.77 -19.15
H 9.02 -22.10 -18.55
H 8.11 -23.96 -19.89
H 6.84 -24.22 -18.76
H 8.51 -24.67 -16.97
H 9.86 -24.47 -18.08